No. 1
{"formula": "C51H44FeN2OP2S2", "method": "ωB97M-V/def2-TZVPD", "lumo_energy_ha": [-0.1838, -0.2004], "spin_multiplicity": 5, "de_lowest_kj_mol": 26.4, "homo_energy_ev": [-12.0, -12.0], "charge": 2, "elements": ["Fe", "O", "S", "C", "C", "C", "C", "C", "C", "C", "C", "C", "C", "P", "C", "C", "C", "C", "C", "C", "C", "C", "C", "C", "C", "C", "C", "C", "C", "C", "C", "C", "C", "C", "C", "C", "C", "C", "P", "C", "C", "C", "C", "C", "C", "C", "C", "C", "C", "C", "C", "C", "C", "H", "H", "H", "H", "H", "H", "H", "H", "H", "H", "H", "H", "H", "H", "H", "H", "H", "H", "H", "H", "H", "H", "H", "H", "H", "H", "H", "H", "H", "H", "H", "H", "H", "H", "H", "H", "N", "C", "C", "N", "H", "H", "H", "H", "H", "H", "H", "H", "S", "C"], "positions_angstrom": [[-1.23034, -0.15813, 0.32290], [1.04035, -1.32887, 1.80958], [1.23538, -0.25317, 0.78705], [1.94844, 1.12399, 1.66636], [3.02788, 0.84915, 2.47770], [3.54944, 1.78764, 3.38068], [2.92033, 3.00031, 3.48488], [3.19979, 4.19114, 4.36019], [2.07419, 5.20418, 4.03227], [1.27353, 4.55070, 2.93954], [0.19421, 4.98268, 2.21694], [-0.31510, 4.14533, 1.21134], [0.17951, 2.88200, 0.93743], [-0.42375, 2.01992, -0.56128], [0.11938, 3.19054, -1.85615], [-0.61284, 4.33283, -2.17371], [-0.10125, 5.24584, -3.08061], [1.13359, 5.02329, -3.67656], [1.85901, 3.88322, -3.36838], [1.35327, 2.96429, -2.46095], [-2.25038, 2.13656, -0.56241], [-2.87193, 2.01431, -1.79266], [-4.25646, 2.32244, -1.94152], [-5.15614, 2.45739, -0.94089], [-4.54723, 2.77311, 1.98206], [-3.20397, 2.86048, 1.81817], [1.28084, 2.38451, 1.70611], [1.80284, 3.27399, 2.66923], [2.53883, -0.80291, -0.29281], [3.67525, -0.05654, -0.50911], [4.75487, -0.54046, -1.26966], [4.66986, -1.80685, -1.78419], [5.64636, -2.62848, -2.58041], [4.92408, -3.97695, -2.83579], [3.57052, -3.81786, -2.19833], [2.49052, -4.65522, -2.11760], [1.32499, -4.18438, -1.49282], [1.21275, -2.93088, -0.91756], [-0.47641, -2.44400, -0.39284], [-0.99015, -3.83287, 0.66130], [-2.27272, -4.38364, 0.61876], [-2.64975, -5.35227, 1.53797], [-1.75600, -5.76814, 2.51389], [-0.47951, -5.22427, 2.56350], [-0.09554, -4.26177, 1.64390], [-1.39851, -2.57852, -1.97024], [-1.52390, -1.38143, -2.67966], [-2.17102, -1.34266, -3.90345], [-2.72135, -2.50531, -4.42360], [-2.60260, -3.70011, -3.72820], [-1.93800, -3.74254, -2.51101], [2.35242, -2.07614, -0.90840], [3.48444, -2.54846, -1.59744], [3.46895, -0.13949, 2.42478], [4.41108, 1.52986, 3.98191], [4.18546, 4.60125, 4.13384], [3.21055, 3.91294, 5.41427], [2.47122, 6.16545, 3.70523], [1.44724, 5.40053, 4.90336], [-0.24663, 5.95758, 2.38303], [-1.12676, 4.52357, 0.60112], [-1.58216, 4.50850, -1.72636], [-0.66923, 6.13381, -3.32511], [1.52906, 5.73868, -4.38517], [2.81717, 3.70546, -3.83850], [1.91541, 2.06744, -2.22188], [-2.26569, 1.92190, -2.68390], [-4.59942, 2.55810, -2.94352], [-6.17125, 2.80135, -1.07130], [-5.25749, 3.02398, 2.75204], [-2.47968, 3.37812, 2.43419], [3.76390, 0.92032, -0.05127], [5.63474, 0.07455, -1.40418], [6.57954, -2.76230, -2.03233], [5.89879, -2.12499, -3.51471], [5.46544, -4.81306, -2.39122], [4.83204, -4.19097, -3.90095], [2.50790, -5.64985, -2.54387], [0.46287, -4.84041, -1.47586], [-2.97310, -4.09514, -0.15742], [-3.63700, -5.79177, 1.48183], [-2.05382, -6.52213, 3.23041], [0.22018, -5.55089, 3.32132], [0.89552, -3.82882, 1.68730], [-1.08007, -0.47272, -2.27457], [-2.24245, -0.41356, -4.45405], [-3.24130, -2.48124, -5.37193], [-3.02670, -4.60789, -4.13697], [-1.84071, -4.68790, -1.99249], [-1.38895, 0.00126, 2.58208], [-2.22257, -1.14148, 3.00040], [-3.55054, -1.08813, 2.26776], [-3.30239, -1.18211, 0.81788], [-0.45178, -0.12775, 2.95646], [-1.76250, 0.85805, 2.97848], [-2.39712, -1.15370, 4.07801], [-1.68860, -2.05583, 2.73035], [-4.05089, -0.13887, 2.47521], [-4.19059, -1.89547, 2.62955], [-4.14180, -0.94749, 0.29978], [-3.09612, -2.15130, 0.59980], [-4.78093, 1.66439, 0.59028], [-2.99083, 2.09107, 0.62343]], "forces_ev_per_angstrom": [[-0.7, -0.2, 0.6], [0.2, -0.3, 0.1], [0.8, 0.0, 0.8], [-0.3, 0.0, -0.3], [-0.1, -0.1, 0.0], [0.1, 0.1, 0.1], [-0.1, -0.1, -0.1], [0.1, 0.0, 0.0], [0.0, 0.1, 0.1], [-0.1, -0.1, -0.1], [0.0, 0.2, 0.1], [0.1, -0.1, -0.1], [-0.1, -0.1, -0.1], [-0.1, 1.1, 0.0], [0.0, -0.4, -0.1], [0.0, 0.0, 0.0], [0.0, 0.0, 0.0], [0.0, 0.0, 0.0], [0.1, 0.0, 0.0], [-0.1, -0.1, 0.1], [-0.1, 0.0, -0.4], [0.4, -0.1, 0.1], [-0.2, 0.0, 0.2], [-0.2, -0.1, -0.1], [-0.1, -0.1, 0.1], [-0.2, 0.1, 0.0], [0.0, 0.2, 0.1], [0.0, -0.1, -0.1], [-0.4, 0.3, -0.1], [0.0, 0.0, 0.1], [0.1, -0.1, -0.1], [-0.1, 0.1, 0.1], [0.1, 0.0, 0.0], [0.1, -0.1, 0.0], [-0.1, 0.1, 0.1], [0.2, -0.1, -0.1], [0.0, 0.1, 0.1], [0.0, 0.1, 0.1], [0.0, -0.5, -0.7], [-0.1, 0.2, 0.2], [0.0, 0.0, -0.1], [0.0, 0.0, 0.0], [0.0, 0.0, 0.0], [0.0, 0.0, 0.0], [0.0, 0.0, 0.0], [0.0, 0.1, 0.2], [0.0, -0.1, 0.1], [0.0, 0.0, 0.0], [0.0, 0.0, 0.0], [0.0, -0.1, 0.0], [0.0, 0.0, 0.0], [0.1, -0.1, -0.1], [-0.1, 0.0, 0.1], [0.0, 0.0, 0.0], [0.0, 0.0, 0.0], [0.0, 0.0, 0.0], [0.0, 0.0, 0.0], [0.0, 0.0, 0.0], [0.0, 0.0, 0.0], [0.0, 0.0, 0.0], [0.0, 0.0, 0.0], [0.0, 0.0, 0.0], [0.0, 0.0, 0.0], [0.0, 0.0, 0.0], [0.0, 0.0, 0.0], [0.0, 0.0, 0.0], [0.0, 0.0, 0.0], [0.0, 0.0, 0.0], [0.0, 0.0, 0.0], [0.0, 0.0, 0.0], [0.0, 0.0, 0.0], [0.0, 0.0, 0.0], [0.0, 0.0, 0.0], [0.0, 0.0, 0.0], [0.0, 0.0, 0.0], [0.0, 0.0, 0.0], [0.0, 0.0, 0.0], [0.0, 0.0, 0.0], [0.0, 0.0, 0.0], [0.0, 0.0, 0.0], [0.0, 0.0, 0.0], [0.0, 0.0, 0.0], [0.0, 0.0, 0.0], [0.0, 0.0, 0.0], [0.0, 0.0, -0.1], [0.0, 0.0, 0.0], [0.0, 0.0, 0.0], [0.0, 0.0, 0.0], [0.0, 0.0, 0.0], [0.3, -0.2, -0.3], [-0.2, 0.0, 0.0], [0.1, 0.0, 0.1], [0.5, 0.1, -0.1], [0.0, 0.0, 0.0], [0.0, 0.1, -0.2], [0.0, 0.0, 0.0], [0.0, 0.0, 0.1], [0.0, 0.0, 0.0], [-0.1, 0.0, -0.1], [0.1, 0.0, -0.1], [-0.1, -0.1, 0.0], [0.5, 0.7, 0.0], [0.0, -0.3, 0.0]], "lowdin_charge": [0.50, -0.49, 0.85, -0.32, -0.05, 0.02, -0.13, -0.08, -0.08, -0.13, 0.01, -0.08, -0.28, 1.07, -0.35, -0.09, -0.05, -0.06, -0.06, -0.09, -0.46, -0.16, -0.14, -0.28, -0.23, -0.16, -0.13, -0.08, -0.28, -0.05, 0.01, -0.13, -0.08, -0.08, -0.13, 0.02, -0.05, -0.26, 1.06, -0.37, -0.12, -0.06, -0.06, -0.05, -0.09, -0.35, -0.12, -0.06, -0.06, -0.05, -0.09, -0.13, -0.08, 0.13, 0.13, 0.13, 0.13, 0.13, 0.13, 0.13, 0.11, 0.11, 0.12, 0.12, 0.11, 0.10, 0.10, 0.12, 0.08, 0.08, 0.11, 0.11, 0.13, 0.13, 0.13, 0.13, 0.13, 0.13, 0.11, 0.10, 0.11, 0.12, 0.12, 0.10, 0.06, 0.11, 0.12, 0.12, 0.10, 0.01, -0.21, -0.22, 0.00, 0.08, 0.09, 0.13, 0.11, 0.09, 0.13, 0.07, 0.04, 1.17, -0.42]}


No. 2
{"formula": "C37H57F5N4OS4", "method": "ωB97M-V/def2-TZVPD", "lumo_energy_ha": -0.0316, "smiles": "FC(F)(F)C(F)(F)CCCN1c2ccccc2Sc2c(CCCSC(=S)N3CCOCC3)ccc(S)c21.CCN(CC)CC.CCN(CC)CC", "homo_energy_ev": -8.1, "elements": ["F", "C", "F", "F", "C", "F", "F", "C", "C", "C", "N", "C", "C", "C", "C", "C", "C", "S", "C", "C", "C", "C", "C", "S", "C", "S", "N", "C", "C", "O", "C", "C", "C", "C", "C", "S", "C", "H", "H", "H", "H", "H", "H", "H", "H", "H", "H", "H", "H", "H", "H", "H", "H", "H", "H", "H", "H", "H", "H", "H", "H", "H", "H", "H", "C", "C", "N", "C", "C", "C", "C", "H", "H", "H", "H", "H", "H", "H", "H", "H", "H", "H", "H", "H", "H", "H", "C", "C", "N", "C", "C", "C", "C", "H", "H", "H", "H", "H", "H", "H", "H", "H", "H", "H", "H", "H", "H", "H"], "positions_angstrom": [[-6.03569, 7.01071, 4.49319], [-5.24906, 5.72124, 4.45251], [-4.68636, 5.55292, 5.81222], [-4.20168, 5.94766, 3.39126], [-6.28782, 4.53234, 3.98520], [-7.65388, 4.98769, 4.43984], [-6.33024, 4.54073, 2.50527], [-6.00836, 3.06886, 4.66814], [-6.08343, 1.79471, 3.62921], [-5.29095, 0.55174, 4.32516], [-3.84165, 0.38819, 3.97739], [-3.18895, 1.61786, 3.40639], [-2.42635, 2.75993, 4.35919], [-1.66120, 4.09119, 3.78685], [-1.66974, 4.33534, 2.16489], [-2.37740, 3.26239, 1.12208], [-3.11134, 1.94269, 1.76718], [-3.97305, 0.64853, 0.65584], [-3.55057, -0.98477, 1.55196], [-3.21670, -2.39881, 0.78975], [-3.29309, -2.43412, -0.86635], [-1.82874, -2.27492, -1.59723], [-1.70269, -3.45250, -2.73931], [-2.82451, -3.15036, -4.25257], [-2.21566, -1.67283, -5.23877], [-3.13659, -0.21410, -5.08899], [-1.01358, -1.64852, -6.15663], [-0.22274, -2.94009, -6.12517], [1.15785, -2.64898, -7.02205], [0.83639, -2.28692, -8.42870], [0.03871, -1.03843, -8.38711], [-1.38649, -1.42836, -7.60901], [-2.82563, -3.74250, 1.70147], [-2.77088, -3.62682, 3.36024], [-3.12824, -2.20649, 4.13746], [-3.04108, -2.11935, 6.04445], [-3.53301, -0.87503, 3.20949], [-6.89176, 2.89686, 5.45283], [-5.01904, 3.06001, 5.33603], [-5.79177, 2.03961, 2.52440], [-7.23555, 1.48163, 3.59319], [-5.84407, -0.44640, 3.97566], [-5.51178, 0.61771, 5.49592], [-2.46195, 2.54004, 5.52539], [-1.15212, 4.83136, 4.57370], [-1.13521, 5.31810, 1.77551], [-2.36222, 3.41985, -0.05792], [-3.79663, -3.44736, -1.23877], [-3.98846, -1.56927, -1.27065], [-1.77616, -1.22213, -2.12485], [-0.99859, -2.35179, -0.76162], [-0.58949, -3.65654, -3.04735], [-2.12231, -4.44755, -2.24567], [0.16392, -3.25036, -5.05734], [-0.80886, -3.80180, -6.66133], [1.81617, -3.62890, -7.00202], [1.75896, -1.75944, -6.50829], [0.62386, -0.16981, -7.82187], [-0.20265, -0.65742, -9.46876], [-1.77142, -2.41986, -8.14755], [-2.11303, -0.50954, -7.77824], [-2.56495, -4.79378, 1.20431], [-2.46222, -4.58653, 3.99938], [-1.68078, -2.32012, 6.44125], [8.67564, -0.61369, -5.62254], [7.62718, -1.51538, -6.26759], [6.24513, -1.20974, -5.88256], [5.28650, -2.22689, -6.33079], [5.09371, -2.40582, -7.83460], [5.81039, 0.17499, -6.08101], [5.87177, 0.73607, -7.49597], [8.62365, -0.66174, -4.52926], [9.67905, -0.93611, -5.92553], [8.57066, 0.42950, -5.93211], [7.86055, -2.54260, -5.96146], [7.75948, -1.47680, -7.35506], [4.30862, -2.02936, -5.87146], [5.59936, -3.19290, -5.91346], [4.48055, -1.60944, -8.26105], [4.56749, -3.34643, -8.02898], [6.04190, -2.44673, -8.37685], [6.41155, 0.82342, -5.43206], [4.78908, 0.29581, -5.69851], [6.78301, 0.44945, -8.02800], [5.84541, 1.82998, -7.46445], [5.00942, 0.42023, -8.09087], [1.25498, 0.63784, 4.17453], [0.95235, 1.13375, 5.58552], [1.32220, 0.19511, 6.65035], [0.81439, 0.59397, 7.96851], [1.35475, 1.88645, 8.57523], [2.70891, -0.27694, 6.64254], [3.80959, 0.77041, 6.75321], [0.74351, -0.30852, 3.96697], [0.90857, 1.37491, 3.44013], [2.32627, 0.50079, 4.00536], [-0.12859, 1.31449, 5.63324], [1.43722, 2.10740, 5.72150], [0.97769, -0.22506, 8.68179], [-0.27720, 0.68580, 7.89617], [2.36037, 1.75377, 8.97920], [0.71806, 2.19511, 9.41117], [1.37100, 2.71136, 7.85827], [2.87529, -0.84858, 5.72138], [2.84713, -1.01830, 7.43957], [3.61309, 1.65951, 6.14786], [4.76039, 0.34922, 6.41129], [3.96237, 1.08424, 7.79026]], "forces_ev_per_angstrom": [[2.9, -4.1, 0.0], [0.1, 3.3, -0.5], [-1.6, 0.4, -4.9], [-3.3, -0.9, 4.2], [-1.5, 0.0, -0.3], [3.8, -1.2, -1.4], [0.2, 0.0, 4.4], [-0.6, -0.2, 0.5], [-1.1, 0.0, 0.5], [-2.4, -0.8, -0.1], [0.9, 0.6, -2.5], [2.6, 4.0, -1.9], [-0.1, -0.1, -2.8], [-2.3, -3.2, -2.6], [-1.4, -2.7, 1.6], [0.0, -0.6, 4.3], [1.3, 1.5, 2.5], [1.6, -0.5, 2.1], [0.9, -2.7, 3.0], [0.0, 0.3, 2.9], [-0.4, 0.1, 0.2], [-0.4, -0.1, -0.1], [0.9, -0.1, 1.3], [1.3, 0.5, 0.2], [0.2, 2.8, -0.4], [1.7, -3.1, -0.4], [-2.7, -2.5, 1.0], [1.8, -0.2, -1.0], [-0.3, -0.1, 0.7], [-0.2, 1.3, 2.1], [-0.9, -0.1, 0.4], [1.1, 1.4, -1.8], [-0.8, 3.6, 2.2], [-0.9, 2.9, -2.3], [0.8, -0.6, -4.4], [0.7, -0.1, -1.6], [1.2, -3.2, -0.8], [1.9, 0.7, -1.8], [-2.0, 0.3, -1.9], [-0.2, -0.5, 2.3], [2.5, 0.6, 0.0], [1.3, 2.1, 0.8], [0.9, -0.1, -2.4], [0.2, 0.6, -2.7], [-1.3, -1.8, -2.2], [-1.3, -2.4, 0.7], [0.0, -0.4, 3.0], [1.1, 2.1, 1.1], [1.3, -1.8, 1.1], [0.0, -2.1, 1.2], [-1.5, 0.0, -1.9], [-2.2, 0.5, 0.5], [0.8, 2.0, -1.3], [-1.1, 0.8, -2.1], [1.1, 1.4, 1.2], [-1.4, 2.1, -0.3], [-1.2, -1.8, -1.1], [-1.3, -1.9, -1.0], [0.6, -1.1, 2.0], [0.6, 2.1, 1.3], [1.4, -2.1, 0.8], [-0.7, 2.7, 1.1], [-0.8, 2.5, -1.6], [-1.5, 0.3, -1.2], [0.0, 0.1, 0.1], [-0.1, 0.2, 0.1], [-0.2, -0.2, 0.1], [0.2, -0.1, 0.2], [-0.2, -0.1, -0.2], [0.3, 0.1, 0.3], [-0.2, 0.2, -0.4], [-0.1, 0.0, -0.2], [-0.2, 0.0, 0.0], [0.0, -0.1, 0.1], [-0.3, 0.1, -0.1], [0.1, 0.0, -0.1], [0.2, 0.2, 0.0], [0.1, 0.2, 0.0], [0.1, -0.1, 0.0], [0.1, 0.1, 0.0], [-0.1, 0.0, 0.1], [0.1, -0.2, 0.0], [0.1, -0.3, 0.0], [-0.1, 0.0, 0.1], [0.0, -0.1, 0.0], [0.2, 0.0, 0.0], [0.0, -0.1, 0.0], [0.1, -0.2, 0.0], [-0.2, -0.1, 0.3], [-0.2, -0.2, -0.2], [0.1, 0.2, 0.3], [-0.1, -0.2, -0.4], [0.4, 0.2, 0.2], [0.1, 0.1, 0.1], [0.0, -0.1, 0.2], [-0.1, 0.0, 0.0], [0.1, -0.1, 0.2], [0.0, 0.2, 0.0], [0.1, 0.0, -0.2], [0.1, 0.0, -0.2], [-0.1, 0.1, -0.1], [0.0, 0.0, -0.1], [0.0, -0.1, 0.0], [-0.2, 0.1, 0.0], [-0.3, 0.2, 0.0], [0.0, -0.1, 0.0], [-0.1, 0.0, 0.0], [0.0, 0.1, -0.2]], "lowdin_charge": [0.00, -0.13, 0.03, 0.01, -0.18, -0.03, 0.01, -0.09, -0.17, -0.19, -0.15, -0.14, -0.02, -0.07, -0.07, -0.05, -0.36, 0.81, -0.31, -0.13, -0.21, -0.24, -0.46, 0.75, -0.94, 0.56, -0.21, -0.18, -0.16, -0.22, -0.16, -0.17, -0.02, -0.07, -0.44, 0.60, -0.14, 0.15, 0.12, 0.09, 0.14, 0.14, 0.14, 0.10, 0.10, 0.09, 0.10, 0.12, 0.10, 0.11, 0.12, 0.07, 0.09, 0.12, 0.13, 0.14, 0.13, 0.14, 0.13, 0.15, 0.12, 0.10, 0.10, -0.12, -0.09, -0.27, -0.19, -0.25, -0.09, -0.25, -0.09, 0.08, 0.07, 0.06, 0.12, 0.09, 0.10, 0.11, 0.05, 0.07, 0.07, 0.10, 0.11, 0.07, 0.07, 0.06, -0.08, -0.27, -0.19, -0.25, -0.09, -0.25, -0.09, 0.08, 0.07, 0.06, 0.10, 0.10, 0.11, 0.11, 0.05, 0.07, 0.07, 0.10, 0.11, 0.07, 0.07, 0.06]}